Here is a structure of composition C22H34BrN5SSiTi in a non-equilibrium geometry from OMol25. Energies are from ωB97M-V/def2-TZVPD.

total energy: -142687.074 eV
LUMO level (alpha / beta): -0.26 / -0.48 eV
<S²>: 2.035
orbital gap (alpha / beta): 5.8 / 6.9 eV

Geometry as ORCA input:
```
! wB97M-V def2-TZVPD RIJCOSX def2/J DEFGRID3
* xyz 0 3
C -3.51490 -1.51224 2.51149
H 3.18823 2.87148 1.57865
H 4.46541 0.67293 -1.36542
N 0.06271 -2.66401 -2.15969
H 1.81334 -2.01919 -4.69655
N -0.61237 -1.91238 -1.22162
H -0.79205 1.50731 2.77074
H -2.82069 -3.39675 1.76519
C 2.13148 3.11200 1.68442
H -2.61687 2.03479 -5.51926
C -2.62593 0.39572 1.29884
C -4.44428 1.86793 -2.69054
H 3.98741 -0.72293 2.14875
C 1.08861 -1.06465 2.18248
H -3.98942 0.50921 2.91445
H 4.51240 0.94001 1.75389
C -2.84364 -2.31699 1.65849
H 3.97273 -1.47432 -0.99532
C -2.11385 -1.76375 0.59731
H 2.83080 1.13382 3.71311
C -1.39630 -4.08197 -0.35712
H 1.03574 -2.04193 1.74323
H -0.43638 -4.57706 -0.16645
C -3.40826 1.47617 -1.85801
C -2.92502 1.84689 -4.48340
C 1.30563 1.87624 2.18831
H -1.67001 -4.47459 -1.31916
S 0.68579 -0.14830 -3.10145
H 1.65982 2.45138 4.23237
C -4.23607 2.05345 -4.04284
C 3.17373 0.06068 0.24020
C 3.56096 1.08938 -0.87304
H 1.14950 0.76739 4.12980
Br -5.56532 2.47158 -5.25343
H -2.04772 -4.41274 0.46909
Ti -0.46417 0.12129 -1.01773
H 0.11098 -0.79844 2.64936
H 1.39416 -3.55416 -4.12459
H -2.56379 1.46959 1.19835
C -1.35398 -2.58668 -0.31615
Si 1.40660 0.37919 0.92201
H -0.98194 1.20290 -3.97957
H 2.83373 -2.10794 0.26953
H 3.81799 2.06016 -0.39505
N 1.22325 -2.59441 -4.12628
H -4.10911 -1.94435 3.32751
C 1.78000 1.52848 3.61034
H -5.43597 1.97841 -2.33454
C 3.04568 -1.31030 -0.45870
H -3.61592 1.28250 -0.81191
C -1.96776 1.48326 -3.56632
H 2.86406 1.23418 -1.61671
H 1.84938 -1.01424 2.97212
H 2.25771 -1.39894 -1.19033
H -0.30158 3.15610 2.97529
H 1.76424 3.58205 0.76122
N -1.92846 -0.37098 0.44146
H 2.03355 3.89892 2.44564
C 0.64286 -1.93734 -3.03422
H 5.22563 -0.28463 0.90942
C 4.25798 -0.01954 1.35614
C -3.43710 -0.11710 2.24872
C -0.16372 2.28352 2.32916
N -2.17793 1.29930 -2.25030
H -0.57162 2.52461 1.32863
*
```



Here is a structure of composition C10H5FeNO5S in a non-equilibrium geometry from OMol25. Energies are from ωB97M-V/def2-TZVPD.

total energy: -67381.602 eV
LUMO level (alpha / beta): -8.27 / -10.03 eV
<S²>: 6.059
orbital gap (alpha / beta): 8.2 / 6.9 eV

Geometry as ORCA input:
```
! wB97M-V def2-TZVPD RIJCOSX def2/J DEFGRID3
* xyz 2 5
H 4.72353 2.44730 -1.74719
N 3.24244 1.84782 -0.35202
C -0.44112 1.64547 -0.86453
H 6.37054 0.75774 -0.97957
O 1.58317 -0.87329 -2.46994
O -1.43622 0.94624 2.53226
O -0.65213 2.66287 -1.36175
C -0.93054 0.57379 1.56677
C 2.89273 1.01252 0.66749
H 2.57303 2.58209 -0.68024
C -2.42218 -1.21166 -1.02101
O -3.37162 -1.68664 -1.42137
O 0.79971 -2.58851 1.42487
H 3.54487 -0.61303 1.94462
H 5.76916 -0.78265 0.87461
Fe 0.00000 0.00000 0.00000
C 3.79913 0.04627 1.12274
S 1.46807 1.19409 1.42654
C 5.39351 0.81637 -0.51652
C 0.95443 -0.56218 -1.55645
C 0.46525 -1.63308 0.87508
C 4.46342 1.76596 -0.94709
C 5.05506 -0.04883 0.52370
*
```



Here is a cluster of 5 separate species, C2H16N2O4 in total in a non-equilibrium geometry from OMol25. Energies are from ωB97M-V/def2-TZVPD.

total energy: -13502.565 eV
LUMO level: 0.62 eV
orbital gap: 9.7 eV
SMILES: NCCN.O.O.O.O

Geometry as ORCA input:
```
! wB97M-V def2-TZVPD RIJCOSX def2/J DEFGRID3
* xyz 0 1
H 0.94393 -3.25759 2.11678
H -3.06207 0.61445 -0.77746
H -1.93963 -1.53363 -2.29338
O 1.71588 -2.98618 2.62057
H -0.97274 0.52921 -3.01713
O 3.31687 -1.53687 0.44094
H -0.91287 -1.20114 0.54464
H -0.72391 2.89025 -1.75387
H 3.51243 -0.76696 0.93004
C -2.79018 0.20954 -1.75869
H -0.46894 0.42880 -1.38833
H -2.48043 2.53312 -1.57334
H 2.17650 4.02145 2.83841
N -2.54375 -1.21810 -1.54906
H 3.10475 3.71985 1.82920
N -1.54868 2.27670 -2.07858
O -0.18030 -0.81678 0.98652
O 2.34160 3.30858 2.23493
H -0.26551 0.03899 0.54236
H -3.39609 -1.71432 -1.64422
H 2.78998 -2.11362 1.11347
H 1.40163 -2.14146 2.95141
C -1.40158 0.84557 -2.02511
H -3.46189 0.46165 -2.58596
*
```